# C44H122N6O24

A cluster of 14 separate species, C44H122N6O24 in total (wB97M-V/def2-TZVPD, the Open Molecules 2025 dataset).

## Properties
Highest occupied orbital energy (eV): -8.7
E (eV): -105678.5374
Gap between HOMO and LUMO (eV): 9.00

XYZ file:
```
196
Properties=species:S:1:pos:R:3:mulliken_charge:R:1
C -3.78 23.15 -1.93 -1.576
C -4.12 23.50 -3.35 0.277
C -4.52 22.26 -4.15 -0.329
O -5.33 22.52 -5.28 0.204
C -4.59 23.15 -6.33 -0.347
N -5.31 24.44 -3.33 -0.732
H -2.82 22.64 -1.86 0.322
H -4.59 22.61 -1.44 0.394
H -3.65 24.08 -1.37 0.414
H -3.28 23.96 -3.89 0.325
H -5.09 21.59 -3.51 0.218
H -3.64 21.70 -4.49 -0.093
H -3.97 22.38 -6.78 -0.489
H -3.89 23.91 -5.96 0.381
H -5.34 23.63 -6.95 0.305
H -5.59 24.53 -4.31 0.262
H -4.93 25.34 -3.05 0.307
C 4.16 26.06 -13.15 -1.755
C 4.04 25.39 -14.50 1.865
C 3.59 26.39 -15.56 -1.306
O 3.31 25.72 -16.76 0.136
C 3.49 26.47 -17.92 -1.070
N 5.36 24.79 -14.90 -0.651
H 4.22 25.35 -12.33 0.340
H 3.45 26.87 -12.95 0.426
H 5.12 26.60 -13.11 0.419
H 3.39 24.52 -14.50 -0.480
H 4.37 27.16 -15.62 0.511
H 2.71 26.98 -15.24 0.273
H 2.95 27.43 -17.92 0.390
H 3.00 25.94 -18.74 0.271
H 4.55 26.57 -18.19 0.346
H 5.16 24.41 -15.83 0.259
H 6.01 25.54 -15.12 0.273
C -0.87 27.06 -16.54 -1.755
C -1.05 25.56 -16.68 0.133
C 0.34 24.95 -16.76 0.414
O 0.38 23.63 -17.33 -0.588
C 1.69 23.06 -17.31 -0.439
N -1.98 25.08 -15.66 -0.265
H -0.40 27.49 -17.42 0.477
H -0.32 27.37 -15.65 0.295
H -1.84 27.56 -16.50 0.386
H -1.53 25.38 -17.65 0.335
H 0.83 24.94 -15.78 -0.182
H 0.94 25.53 -17.46 0.045
H 1.67 22.16 -17.90 0.367
H 1.90 22.80 -16.26 0.082
H 2.44 23.77 -17.65 0.135
H -1.60 25.22 -14.73 0.014
H -2.19 24.11 -15.84 0.456
C -9.50 21.21 -8.34 -1.380
C -8.90 20.70 -7.04 1.783
C -9.53 21.34 -5.81 -0.827
O -9.57 22.76 -5.69 -0.426
C -8.36 23.39 -6.00 -0.414
N -9.08 19.24 -6.96 -0.681
H -9.78 22.26 -8.19 0.345
H -10.43 20.68 -8.57 0.408
H -8.83 21.11 -9.18 0.222
H -7.82 20.85 -6.93 -0.695
H -9.10 20.93 -4.88 0.311
H -10.61 21.12 -5.73 0.329
H -7.87 22.97 -6.88 0.048
H -7.63 23.21 -5.19 0.249
H -8.48 24.46 -6.12 0.387
H -8.77 18.87 -6.05 0.109
H -10.08 19.04 -6.91 0.345
C -1.40 20.79 -16.26 -0.506
C -2.32 20.01 -15.37 -0.761
O -2.02 20.26 -13.99 -0.278
O -1.70 22.16 -16.19 -0.543
H -1.39 20.40 -17.28 0.464
H -0.40 20.66 -15.82 0.239
H -2.25 18.96 -15.65 0.502
H -3.38 20.26 -15.56 0.273
H -2.04 21.23 -13.99 -0.603
H -0.97 22.63 -16.64 0.456
C -5.66 17.46 -11.86 -0.046
C -5.20 16.39 -12.80 -0.672
O -4.86 16.94 -14.04 -0.574
O -4.66 18.45 -11.89 -0.250
H -5.84 17.06 -10.86 0.249
H -6.60 17.90 -12.22 0.267
H -5.98 15.64 -12.94 0.356
H -4.36 15.90 -12.30 0.243
H -4.57 17.84 -13.85 0.349
H -4.75 18.99 -11.08 0.094
C 3.15 22.19 -7.71 -0.629
C 2.05 22.62 -8.64 0.620
O 0.96 23.11 -7.84 -0.535
O 3.62 23.27 -6.93 -0.583
H 3.99 21.79 -8.28 0.364
H 2.76 21.38 -7.08 0.258
H 1.75 21.80 -9.30 -0.002
H 2.37 23.44 -9.30 0.035
H 0.27 23.31 -8.48 0.226
H 2.86 23.74 -6.58 0.344
C 6.36 21.01 -14.00 -0.620
C 5.30 21.67 -13.15 0.144
O 5.70 22.98 -12.77 -0.586
O 6.63 21.69 -15.21 -0.504
H 6.06 19.98 -14.23 0.335
H 7.24 20.94 -13.34 0.273
H 5.01 21.05 -12.30 0.412
H 4.37 21.79 -13.75 -0.132
H 5.54 23.60 -13.52 0.350
H 7.34 22.31 -15.01 0.315
C -4.19 15.38 -7.51 -0.759
C -2.87 16.02 -7.89 -0.341
O -2.50 17.10 -7.07 -0.596
O -5.24 16.36 -7.55 -0.302
H -4.10 14.92 -6.51 0.304
H -4.43 14.57 -8.20 0.437
H -2.95 16.26 -8.95 0.189
H -2.12 15.23 -7.81 0.384
H -3.11 17.21 -6.32 0.337
H -6.05 15.90 -7.31 0.204
C -0.27 18.66 -11.44 -0.522
C 0.47 18.63 -10.11 -0.468
O 0.73 19.97 -9.62 -0.376
O -1.51 19.31 -11.31 0.290
H -0.38 17.61 -11.76 0.333
H 0.32 19.17 -12.22 0.248
H 1.43 18.17 -10.32 0.435
H -0.11 18.14 -9.33 0.081
H -0.16 20.30 -9.41 0.068
H -1.83 19.51 -12.20 -0.011
C -5.39 18.74 -5.46 0.776
C -6.51 18.86 -4.44 -0.409
O -7.15 17.58 -4.52 -0.586
O -4.41 17.82 -4.99 -0.659
H -5.01 19.74 -5.62 -0.177
H -5.79 18.32 -6.38 -0.113
H -7.15 19.70 -4.70 -0.106
H -6.09 19.09 -3.45 0.463
H -7.75 17.39 -3.80 0.307
H -4.93 17.02 -4.84 0.416
C -1.52 19.86 -5.92 0.197
C -0.88 21.18 -5.59 -0.897
O -1.45 22.29 -6.25 -0.380
O -1.70 19.73 -7.31 0.105
H -2.46 19.66 -5.38 -0.163
H -0.79 19.13 -5.53 0.425
H 0.19 21.07 -5.81 0.121
H -0.96 21.29 -4.50 0.441
H -1.03 22.22 -7.12 0.103
H -2.09 18.85 -7.46 0.196
C -5.02 25.49 -13.74 -0.441
O -5.24 26.30 -12.62 -0.365
C -4.02 26.82 -12.11 0.478
C -4.28 27.47 -10.76 -1.258
N -4.84 28.84 -10.73 -0.333
C -5.47 29.30 -11.95 -0.067
C -5.91 30.73 -11.83 -0.759
O -5.03 31.63 -12.48 -0.365
C -5.46 31.98 -13.78 -0.690
H -4.51 25.98 -14.57 0.273
H -6.00 25.16 -14.08 0.349
H -4.40 24.62 -13.50 -0.056
H -3.56 27.52 -12.82 0.368
H -3.31 26.00 -11.90 -0.241
H -3.38 27.45 -10.14 0.463
H -4.98 26.82 -10.21 0.305
H -4.05 29.44 -10.52 0.276
H -6.33 28.65 -12.14 0.272
H -4.90 29.19 -12.89 0.135
H -6.03 31.02 -10.78 0.406
H -6.93 30.88 -12.22 0.361
H -6.45 32.47 -13.73 0.301
H -5.48 31.13 -14.47 0.278
H -4.75 32.71 -14.17 0.261
C 1.71 23.15 -12.61 -0.475
O 0.38 22.72 -12.41 0.014
C -0.47 23.73 -11.97 -0.834
C -1.89 23.16 -11.94 3.194
N -2.20 22.48 -10.68 -0.006
C -3.60 22.09 -10.67 -0.953
C -3.89 21.12 -9.54 2.005
O -5.04 20.37 -9.97 -0.762
C -5.69 19.61 -8.98 0.181
H 1.86 23.40 -13.66 -0.218
H 2.33 22.25 -12.48 0.084
H 2.10 23.90 -11.93 0.429
H -0.46 24.55 -12.72 0.316
H -0.27 24.18 -11.00 0.337
H -1.80 22.48 -12.80 -1.461
H -2.69 23.85 -12.20 -0.963
H -1.64 21.62 -10.72 -0.042
H -3.90 21.47 -11.53 0.351
H -4.22 22.98 -10.59 0.441
H -4.16 21.56 -8.58 -1.009
H -3.10 20.38 -9.38 -0.274
H -6.05 20.13 -8.09 -0.492
H -5.07 18.76 -8.67 0.194
H -6.57 19.19 -9.47 0.540
```